ORCA calculation (ωB97M-V with the def2-TZVPD basis set) on a cluster of 7 separate species, C20H60N7O11 in total.

XYZ file:
```
98
Properties=species:S:1:pos:R:3:forces:R:3
H 32.18796 11.84641 4.73966 0.009 0.053 -0.182
O 32.45964 12.34597 -1.79426 -1.277 0.811 -0.882
C 21.50455 13.52873 2.92975 -0.616 0.267 -0.395
H 25.80654 14.23985 2.12868 0.081 0.008 -0.210
H 29.05569 10.53910 -0.45570 -0.873 0.206 -0.644
O 26.09257 9.09330 6.54971 0.687 0.224 -1.144
H 35.14993 9.83450 5.60564 -0.033 0.011 -0.697
H 30.69347 13.49732 -1.76620 0.312 0.268 0.520
O 32.32713 12.27961 7.31882 -0.823 -0.825 -0.924
N 29.41038 11.56842 4.11778 0.455 -1.011 0.888
C 34.19676 9.30781 5.68369 -0.345 0.680 0.813
H 31.33779 18.27085 5.10268 -0.182 0.288 -0.067
H 29.91394 7.30098 7.39264 -0.361 -0.022 0.067
C 31.05583 11.94083 7.90163 0.373 0.760 0.020
O 31.86205 9.89690 2.19919 0.583 0.935 1.027
O 31.73223 8.08991 3.42432 -0.219 1.367 0.432
H 24.27417 9.74412 6.96533 -0.115 0.152 0.203
N 31.18702 9.02102 2.81631 -0.863 -1.748 -2.046
H 26.98125 8.49741 4.54418 -0.011 0.298 0.566
H 28.74690 15.52357 4.73350 0.065 0.179 0.010
H 32.25961 12.70490 0.68242 -0.044 -0.086 -0.625
H 30.38721 11.39707 7.23034 0.366 -0.465 0.044
C 29.68171 7.75676 6.42851 0.845 0.539 0.634
N 25.43666 12.54996 3.27034 -0.357 0.057 0.021
H 24.63882 11.94804 3.50275 -0.146 0.060 -0.128
C 29.13777 11.60303 -0.20922 0.813 -1.656 -0.054
H 31.15151 11.93014 1.57418 -0.120 -0.195 0.025
H 34.37542 8.72345 6.58899 -0.564 -0.077 0.067
H 23.36938 14.51459 1.34411 0.038 -0.213 -0.259
N 29.73964 15.36408 4.54385 -1.347 -0.227 0.795
C 30.88986 17.49190 4.48222 -0.261 0.340 0.315
H 27.77594 6.89973 6.46066 -0.257 -0.042 -0.635
H 27.92872 9.78412 7.31548 0.123 0.297 -0.822
H 30.15559 8.74029 6.45394 -0.003 -0.013 -0.262
O 29.94809 8.99375 2.56750 0.289 0.323 1.017
C 27.40738 8.87601 6.99091 -0.060 -0.359 3.020
H 30.18951 7.12611 5.69860 -0.200 0.115 -0.243
C 31.80907 15.62933 5.86834 0.773 -0.489 0.995
H 25.33771 13.43169 -0.05126 -0.237 -0.115 -0.130
H 32.88679 12.73367 -3.84842 -0.674 0.212 -0.024
O 29.95260 10.78340 4.92813 -0.435 0.680 -0.684
H 29.11618 19.52101 2.45836 -1.002 -0.862 0.836
H 32.80356 14.22780 -2.71875 -0.772 -0.080 -0.328
H 34.06324 13.09042 -2.62640 0.013 0.053 -0.414
H 23.75623 14.71312 3.04517 -0.003 0.379 -0.092
C 30.53971 16.32704 5.40353 1.053 -0.462 -0.932
N 27.92478 8.14143 4.71223 -0.295 -0.610 0.390
H 25.11015 9.12023 8.38528 0.127 -0.023 0.053
C 25.23101 12.67694 0.72421 0.248 -0.807 0.265
H 29.87149 16.52592 6.23734 0.190 0.575 0.012
H 30.45336 12.03449 -2.53880 0.619 -0.565 -0.272
C 32.99392 13.16327 -2.85590 2.287 -0.580 1.179
H 29.90124 14.39550 4.84177 0.320 -0.190 -0.802
O 22.79477 12.98878 2.68163 0.950 -0.151 -0.413
H 31.12313 10.77983 -0.31269 0.237 0.037 -0.348
C 28.20600 7.86864 6.20250 -1.192 -0.211 -1.143
C 25.10444 13.41134 2.05848 -0.075 -0.487 -0.696
H 25.59334 13.16510 4.06752 -0.163 -0.088 0.137
H 21.10555 13.97268 2.01297 -0.052 -0.186 -0.052
H 33.20572 10.41763 7.90382 -1.076 0.137 0.298
H 33.85870 11.91136 4.81517 0.090 -0.020 -0.334
H 30.63773 18.93822 2.28644 0.554 0.200 0.470
H 21.48998 14.33047 3.67394 0.343 -0.186 0.214
H 32.50739 15.28131 5.10443 -0.381 0.276 -0.480
H 28.80803 11.51956 0.82985 0.444 0.667 0.211
C 30.65961 11.75233 -0.45145 -0.888 1.415 1.341
H 33.05043 10.80731 3.77863 0.043 -0.121 -0.359
H 24.38439 12.01429 0.53877 -0.390 0.487 -0.035
H 30.21756 19.93023 3.73940 0.175 -0.196 0.174
H 29.78890 15.53100 3.53830 0.632 -0.218 0.029
N 31.25120 12.54023 0.74834 0.479 -0.649 0.646
H 31.30141 11.44792 8.84098 -0.627 -0.230 0.055
O 29.73404 17.88732 3.77966 -0.977 -0.107 0.523
H 26.28301 11.97876 3.18819 0.214 0.027 -0.278
H 30.81041 13.42459 0.98765 -0.289 -0.022 -0.418
H 30.54523 12.88736 8.08722 0.173 0.020 0.292
N 33.05503 11.30198 4.67609 -0.533 -0.545 0.693
H 20.86398 12.71064 3.24385 0.039 0.021 0.026
H 27.92075 7.26036 4.19700 0.755 0.148 -0.243
C 33.12586 11.14449 7.07987 1.783 -0.346 1.999
C 25.22862 9.72752 7.48646 -0.507 -0.513 -0.204
O 30.08683 12.55561 3.69324 -0.501 0.084 -0.075
C 23.70152 13.97708 2.23249 -0.254 0.369 1.664
C 29.90726 19.11122 3.09119 1.242 0.761 -1.534
H 27.30281 8.33909 7.94880 0.164 0.170 0.201
H 32.42897 16.24009 6.52956 -0.290 0.529 -0.229
H 26.05826 11.96869 0.61759 0.428 0.434 0.360
C 33.02006 10.30521 5.85019 0.644 -0.216 -1.320
H 25.50199 10.74425 7.77441 0.386 -0.001 -0.176
H 34.15245 11.50770 7.22434 0.126 0.273 -0.888
H 32.11882 9.72089 5.67847 -0.326 0.370 0.357
H 28.60229 8.81998 4.34677 0.291 -0.175 -0.513
H 31.67005 14.76021 6.51717 -0.617 -0.124 -0.146
C 31.05497 12.46076 -1.72599 -0.316 -0.533 0.295
O 28.23538 11.36532 3.76030 0.247 0.587 -0.127
H 33.93116 8.62198 4.88325 0.477 0.078 -0.228
H 31.65246 17.19868 3.75408 0.207 -0.256 0.069
H 28.47251 12.22885 -0.79459 0.161 0.075 -0.131
```
Positions in Å, forces in eV/Å.

Summary:
energy above the lowest of the compared OMol25 structures with the same formula, charge and spin = 0.0000 eV
net charge = +3
frontier orbital gap = 7.94 eV
E_HOMO = -15.62 eV